[1]
A molecular structure, C23H18Br2HgN2O4, computed with ωB97M-V with the def2-TZVPD basis set.

Computed properties:
- LUMO (spin up / spin down): 2.4 / 2.1 eV
- DFT total energy: -6599.13477 Ha
- Gap between HOMO and LUMO (spin up / spin down): 0.2197 / 0.2244 hartree
- 2S+1: 2
- Net charge: -1

Each line ends with the Mulliken charge.
CARTESIAN COORDINATES (ANGSTROEM)
Hg -1.1987 0.3847 -0.6540  1.76
O 3.7869 1.7016 -0.1358  -0.56
C 2.8444 1.6391 0.8533  1.23
C 3.2292 1.3505 2.1576  -0.70
C 2.3000 1.3515 3.1868  -0.48
C 0.9836 1.6836 2.9216  -0.86
C 0.6033 1.9634 1.6143  -0.49
C 1.4987 1.9067 0.5548  0.17
C 0.9973 2.2161 -0.8630  -0.67
O -0.3801 2.3319 -0.9375  -0.99
N 1.5662 1.2479 -1.8473  -0.19
N 0.7853 0.0756 -1.9838  -0.45
C 0.2707 -0.1378 -3.1598  0.06
C -0.5766 -1.2114 -3.4835  -0.44
Br -0.4688 -2.7426 -2.3237  -0.17
C -1.8234 -0.8397 -4.0726  -1.14
C -2.9335 -0.4796 -3.2637  1.42
C -3.0234 -0.7767 -1.8631  -1.12
C -3.9954 -0.1621 -1.0614  -0.18
C -4.8889 0.7514 -1.5861  -0.67
C -4.8825 0.9645 -2.9725  -0.28
C -3.9618 0.3497 -3.7882  -0.87
H 4.6254 1.4086 0.2321  0.31
H 4.2725 1.1231 2.3624  0.22
H 2.6112 1.0893 4.1909  0.39
H 0.2467 1.6960 3.7138  0.35
H -0.4179 2.2446 1.3970  0.71
H 1.4520 3.1722 -1.1520  0.54
H 1.6182 1.7264 -2.7407  0.34
H 0.3898 0.6297 -3.9336  0.32
H -1.7889 -0.4392 -5.0842  0.31
H -2.5257 -1.6533 -1.4719  0.68
H -4.0569 -0.4454 -0.0162  0.46
H -5.5989 1.2677 -0.9511  0.40
H -5.6219 1.6251 -3.4128  0.36
H -3.9826 0.5213 -4.8593  0.33
Br 4.8237 -3.0505 3.0707  -0.24
C 3.0168 -2.5262 2.7510  0.17
C 2.1087 -2.5778 3.7970  -0.53
C 0.8038 -2.1656 3.5641  -0.54
C 0.4177 -1.7027 2.3129  0.10
C 1.3435 -1.6761 1.2768  0.21
C 2.6540 -2.0917 1.4893  -0.68
C -0.9977 -1.2032 2.1090  -0.13
O -1.6813 -0.9323 3.0852  -0.72
O -1.3571 -1.0908 0.8711  -0.59
H 2.4206 -2.9255 4.7726  0.42
H 0.0678 -2.1898 4.3584  0.43
H 1.0529 -1.3205 0.2953  0.53
H 3.3711 -2.0816 0.6798  0.47


[2]
2 unconnected molecules or ions with the total composition C3H5ClN2, computed with ωB97M-V with the def2-TZVPD basis set.

Computed properties:
- LUMO: 1.0 eV
- DFT total energy: -686.89091 Ha
- Gap between HOMO and LUMO: 0.3569 hartree
- 2S+1: 1

Each line ends with the Mulliken charge.
CARTESIAN COORDINATES (ANGSTROEM)
C 1.6068 1.1011 -0.0587  -0.56
C -1.9477 -1.3194 0.4549  -0.46
C 2.3221 0.0999 -0.5548  -0.21
N -0.8414 -1.6751 -0.0380  0.47
N 0.1882 -1.8661 -0.4086  -0.49
Cl 3.6945 -0.5825 0.2402  -0.19
H 0.9016 1.6212 -0.7016  0.24
H 1.6574 1.5103 0.9140  0.26
H -2.2619 -1.9672 1.2674  0.25
H -2.5098 -0.8857 -0.3899  0.23
H 2.3665 -0.1122 -1.5172  0.45


[3]
2 unconnected molecules or ions with the total composition C10H16O, computed with ωB97M-V with the def2-TZVPD basis set.

Computed properties:
- LUMO: 0.8 eV
- DFT total energy: -465.86009 Ha
- Gap between HOMO and LUMO: 0.3446 hartree
- 2S+1: 1

Each line ends with the Mulliken charge.
CARTESIAN COORDINATES (ANGSTROEM)
C 1.3591 -1.1408 2.4756  -1.39
C -0.0290 -1.2541 1.9027  0.46
C -0.2094 -1.4028 0.5377  -0.23
C -1.4339 -1.7959 -0.0028  -0.69
C -2.5033 -1.9672 0.8445  0.56
O -3.7821 -2.2950 0.4279  -0.56
C -2.3492 -1.8377 2.2270  -0.47
C -1.1134 -1.5232 2.7462  -0.44
H 1.5580 -0.1493 2.8903  0.29
H 2.1289 -1.3354 1.7295  0.37
H 1.5660 -1.8650 3.2329  0.39
H 0.6489 -1.2183 -0.0902  0.22
H -1.5129 -2.1075 -1.0364  0.39
H -3.9892 -1.7813 -0.3692  0.32
H -3.2022 -2.0776 2.8421  0.39
H -0.9811 -1.4220 3.8128  0.37
C 1.2244 1.6642 -3.3099  -1.19
C 0.8492 1.9333 -1.8242  0.15
C 1.5724 3.2006 -1.3582  -1.23
H 0.5488 2.2256 -3.9558  0.30
H 2.2486 1.9669 -3.5048  0.32
H 1.1006 0.6033 -3.5188  0.35
H -0.2306 1.9253 -1.7197  0.33
H 1.2645 1.0990 -1.2600  -0.02
H 1.5173 3.9781 -2.1176  0.31
H 1.1374 3.6217 -0.4499  0.35
H 2.6122 2.9548 -1.1518  0.34


[4]
H4N2O2Si in the gas phase, computed with ωB97M-V with the def2-TZVPD basis set.

Computed properties:
- LUMO: -0.1 eV
- DFT total energy: -551.77132 Ha
- Gap between HOMO and LUMO: 0.3750 hartree
- 2S+1: 1

Each line ends with the Mulliken charge.
CARTESIAN COORDINATES (ANGSTROEM)
N 1.4183 0.8663 0.0801  -0.54
Si 0.2670 -0.7563 0.1091  0.40
N -1.3420 0.1042 0.0147  0.81
O -2.2887 -0.6959 -0.1901  -0.55
O -1.3757 1.2994 0.1899  -0.53
H 0.8620 1.5960 -0.4617  0.27
H 2.3797 0.8103 -0.0619  0.22
H 0.2547 -1.6188 1.3511  -0.03
H -0.1753 -1.6051 -1.0313  -0.03